# 1
Formula: C4H9NO2
Source: OMol25
Level of theory: ωB97M-V with the def2-TZVPD basis set

Each line ends with the Mulliken charge.
Cartesian coordinates (Å):
C (1.62574, -0.49167, 0.09314)  -1.01
C (0.94786, 0.71253, 0.61283)  0.24
C (0.42820, 1.78816, -0.24483)  -0.34
O (-0.88827, 1.57695, 0.19283)  -0.49
N (-0.93468, -1.40145, 0.50590)  -0.59
C (-1.91355, -1.28166, -0.34569)  0.07
O (-2.22388, -0.19791, -0.95263)  -0.74
H (1.62603, -1.32717, 0.79209)  0.32
H (2.67424, -0.18959, -0.11348)  0.35
H (1.16951, -0.79833, -0.84622)  0.31
H (0.99109, 0.91391, 1.68310)  0.33
H (0.75314, 2.79006, 0.04821)  0.31
H (0.61725, 1.60849, -1.31090)  0.28
H (-1.45694, 0.82329, -0.37250)  0.45
H (-0.87323, -2.35974, 0.84757)  0.16
H (-2.54253, -2.16587, -0.58942)  0.36

## Properties
E_LUMO   -1.468 eV
Calculated total energy   -9875.44592 eV
Highest occupied orbital energy   -8.4881 eV
Energy above the lowest of the compared OMol25 structures with the same formula, charge and spin   445.3 kJ/mol
Gap between HOMO and LUMO   7.0 eV

=====

# 2
Formula: C48H48N5O2Pt
Source: OMol25
Level of theory: ωB97M-V with the def2-TZVPD basis set

Each line ends with the Mulliken charge.
Cartesian coordinates (Å):
Pt (-0.74862, -0.89771, 1.63183)  1.27
O (-3.01817, -3.62836, 3.64686)  -0.73
C (-2.48628, -2.84828, 2.86357)  0.11
N (-1.19215, -2.40374, 2.87984)  0.22
C (-0.28597, -2.66095, 3.86961)  -0.04
O (-0.40689, -3.43143, 4.81787)  -0.72
C (0.95699, -1.89889, 3.65134)  0.73
C (2.07027, -2.16129, 4.45332)  -0.68
C (3.27573, -1.57585, 4.16176)  -0.66
C (3.35696, -0.76733, 3.02165)  -1.16
C (2.21064, -0.51941, 2.29523)  -0.20
N (1.01731, -1.00878, 2.61199)  0.79
C (-3.22699, -2.25761, 1.73359)  0.39
C (-4.55366, -2.63437, 1.50631)  -0.29
C (-5.22218, -2.15549, 0.40871)  -1.17
C (-4.52802, -1.32148, -0.48034)  -1.14
C (-3.23129, -0.95689, -0.17571)  -0.91
N (-2.59378, -1.36432, 0.91150)  0.98
H (1.93225, -2.85148, 5.27335)  0.53
H (4.14764, -1.74717, 4.77221)  0.43
H (4.29472, -0.34088, 2.70770)  0.48
H (2.25389, 0.09966, 1.41411)  0.12
H (-5.00265, -3.31418, 2.21644)  0.59
H (-6.25042, -2.42247, 0.21833)  0.45
H (-4.99007, -0.96285, -1.38653)  0.64
H (-2.67864, -0.30841, -0.83738)  0.67
C (-3.61638, 2.05480, 0.09030)  -1.37
C (-3.33333, 2.22206, 1.58466)  0.66
C (-3.46702, 0.97843, 2.46482)  -1.47
C (-1.98226, 2.85917, 1.83486)  0.89
C (-2.07195, 4.05730, 2.53072)  -0.88
C (-0.97373, 4.83711, 2.81275)  -1.56
C (0.25740, 4.37941, 2.40132)  -0.70
C (0.40732, 3.17423, 1.73067)  1.33
C (1.83800, 2.77802, 1.45092)  1.68
C (2.50945, 2.46119, 2.79198)  -1.59
C (2.66003, 3.85403, 0.73546)  -1.97
C (-0.71540, 2.35526, 1.43091)  -1.21
N (-0.54492, 1.12191, 0.74757)  0.72
C (-0.13409, 1.15096, -0.53722)  0.31
C (0.29083, -0.00386, -1.30997)  -1.12
N (0.33920, -1.24874, -0.88145)  1.33
C (0.94576, -2.23778, -1.65381)  -1.09
C (0.21861, -3.29839, -2.24808)  1.06
C (0.88850, -4.28864, -2.95179)  -0.74
C (2.25532, -4.26841, -3.13087)  -1.63
C (2.97473, -3.24506, -2.55051)  -0.36
C (2.35444, -2.24380, -1.81988)  0.99
C (3.24973, -1.23369, -1.14237)  1.88
C (4.04330, -1.94621, -0.04404)  -1.52
C (4.22711, -0.53411, -2.09016)  -1.87
C (-1.28366, -3.46155, -2.17906)  0.35
C (-2.03497, -2.28044, -2.79459)  -1.17
C (-1.68406, -3.77136, -0.73797)  -1.33
C (0.56785, 0.46301, -2.67912)  0.43
C (0.93656, -0.13950, -3.86382)  0.13
C (1.03315, 0.64763, -5.02335)  -1.13
C (0.77055, 1.99675, -5.03508)  -0.99
C (0.38757, 2.64751, -3.84193)  1.35
C (0.04235, 4.00906, -3.68538)  -1.13
C (-0.35452, 4.46500, -2.44889)  -1.08
C (-0.44729, 3.64562, -1.31516)  0.06
C (-0.11731, 2.30307, -1.42058)  0.05
C (0.30122, 1.84853, -2.70088)  -0.94
H (-4.46127, 1.38997, -0.07072)  0.53
H (-2.75269, 1.68430, -0.44506)  -0.11
H (-3.86894, 3.02565, -0.33234)  0.47
H (-4.09512, 2.92792, 1.94466)  0.60
H (-2.54967, 0.38170, 2.43163)  0.12
H (-4.31951, 0.36731, 2.17257)  0.37
H (-3.61170, 1.29121, 3.49796)  0.50
H (-3.04356, 4.40133, 2.86057)  0.35
H (-1.08255, 5.76732, 3.35317)  0.38
H (1.12761, 4.97974, 2.62170)  0.30
H (1.83132, 1.89717, 0.80769)  -0.88
H (2.54057, 3.34931, 3.42015)  0.37
H (3.52984, 2.12147, 2.63129)  0.43
H (1.95826, 1.69658, 3.33155)  0.40
H (2.78788, 4.74120, 1.35137)  0.33
H (2.19741, 4.15540, -0.20047)  0.32
H (3.65280, 3.45670, 0.52887)  0.50
H (0.32414, -5.10969, -3.37637)  0.36
H (2.74624, -5.05280, -3.69276)  0.34
H (4.04923, -3.23428, -2.67043)  0.31
H (2.61714, -0.46745, -0.69078)  -1.00
H (4.65892, -2.73757, -0.46711)  0.37
H (3.37363, -2.39415, 0.68464)  0.35
H (4.69747, -1.23793, 0.45898)  0.40
H (4.92812, -1.23791, -2.53322)  0.34
H (4.80604, 0.19570, -1.52541)  0.44
H (3.70615, -0.02244, -2.89562)  0.33
H (-1.54539, -4.34228, -2.78376)  0.63
H (-1.66669, -1.33527, -2.41806)  -0.20
H (-3.09793, -2.36127, -2.57843)  0.54
H (-1.90929, -2.28482, -3.87544)  0.47
H (-1.24376, -3.04103, -0.06059)  -0.03
H (-1.31263, -4.75664, -0.46080)  0.50
H (-2.76769, -3.77360, -0.62459)  0.40
H (1.14240, -1.19733, -3.92985)  0.42
H (1.31241, 0.15947, -5.94838)  0.43
H (0.83664, 2.56319, -5.95695)  0.37
H (0.07434, 4.67541, -4.53858)  0.36
H (-0.62494, 5.50770, -2.34105)  0.44
H (-0.78390, 4.08210, -0.38815)  0.40

## Properties
E_LUMO (alpha / beta)   1.577 / 1.577 eV
Calculated total energy   -65350.33896 eV
Highest occupied orbital energy (alpha / beta)   -1.9885 / -1.9859 eV
Net charge   -1
Gap between HOMO and LUMO (alpha / beta)   3.6 / 3.6 eV

=====

# 3
Formula: C9H14N6
Source: OMol25
Level of theory: ωB97M-V with the def2-TZVPD basis set

Each line ends with the Mulliken charge.
Cartesian coordinates (Å):
C (-0.19598, -5.20118, -0.84010)  -0.13
C (-0.29754, -3.86568, -1.36640)  -0.15
C (-0.29397, -4.20513, 1.31764)  -0.08
C (-1.00704, -0.71612, 1.37634)  -0.12
C (-0.70091, -2.97434, 0.77500)  0.68
C (1.48160, 1.43871, -0.03274)  -0.44
C (-0.90976, 2.06626, 0.53521)  -0.65
C (1.63599, 3.00953, -0.22608)  -0.79
C (-0.82231, 2.91393, -0.77562)  -0.85
N (-0.11273, -5.20053, 0.50323)  -0.41
N (0.00954, -0.22440, 0.58800)  -0.77
N (-1.10587, -1.99012, 1.57413)  -0.36
N (0.13408, 1.02419, 0.34600)  0.82
N (0.49966, 3.51296, -1.04098)  0.01
N (-0.66509, -2.86812, -0.52408)  -0.40
H (-0.15162, -6.14813, -1.31211)  0.45
H (-0.23981, -3.57848, -2.50032)  0.34
H (-0.06837, -4.19639, 2.43644)  0.35
H (-1.54673, -0.03674, 2.03065)  0.50
H (1.73013, 0.84193, -0.92046)  0.38
H (2.12205, 1.00065, 0.79596)  0.39
H (-0.48204, 2.82288, 1.27786)  0.33
H (-1.88014, 1.66186, 0.85584)  0.56
H (1.57985, 3.61032, 0.80478)  0.35
H (2.61502, 3.28678, -0.72097)  0.41
H (-1.18514, 2.31556, -1.56950)  0.38
H (-1.40798, 3.76401, -0.53002)  0.42
H (0.53265, 4.54405, -0.86703)  0.40
H (0.73246, 3.39177, -1.99067)  0.35

## Properties
E_LUMO (alpha / beta)   -8.699 / -9.370 eV
Structure (SMILES)   C(/N=[N+]1CC[NH2+]CC1)=N/c1cnccn1
Calculated total energy   -18479.34931 eV
Highest occupied orbital energy (alpha / beta)   -15.4819 / -15.2280 eV
Energy above the lowest of the compared OMol25 structures with the same formula, charge and spin   157.4 kJ/mol
Net charge   +2
Gap between HOMO and LUMO (alpha / beta)   6.8 / 5.9 eV

=====

# 4
Formula: C15H22BF4N2O4RuSi2
Source: OMol25
Level of theory: ωB97M-V with the def2-TZVPD basis set

Each line ends with the Mulliken charge.
Cartesian coordinates (Å):
Ru (-0.29936, -1.00157, -0.22865)  0.68
N (2.10975, -1.17537, 0.05281)  -0.34
C (2.14690, -1.63331, 1.45620)  -0.57
C (1.46072, -0.59716, 2.34101)  0.52
O (2.01353, -0.18772, 3.38190)  -0.82
N (0.29329, -0.23551, 1.82313)  -0.21
C (-0.35267, 0.92811, 2.38458)  -0.93
C (-0.23638, 2.07180, 1.39409)  0.61
O (0.30427, 3.12802, 1.59838)  -0.63
O (-0.76138, 1.74356, 0.18878)  0.12
H (2.48587, -1.89164, -0.56387)  0.18
H (2.66040, -0.33060, -0.05335)  0.15
H (3.15911, -1.79998, 1.83072)  0.38
H (1.58825, -2.56945, 1.50256)  0.22
H (0.11127, 1.23256, 3.32353)  0.39
H (-1.41733, 0.70998, 2.53678)  0.26
C (-3.52530, 1.71176, -0.02183)  -0.94
Si (-1.98036, 2.52313, -0.65856)  0.38
C (-2.03215, 4.31982, -0.13025)  -1.33
C (-1.86545, 2.38965, -2.52175)  0.11
C (-2.29361, 3.52146, -3.22912)  -0.62
C (-2.55833, 3.48935, -4.59245)  -0.64
C (-2.41589, 2.29476, -5.27387)  -0.70
C (-1.94532, 1.17699, -4.59731)  -0.38
C (-1.63224, 1.19174, -3.23250)  0.55
Si (-0.77495, -0.37031, -2.50216)  0.78
C (-1.46408, -1.85112, -3.50158)  -1.35
C (1.01171, -0.30326, -3.20887)  -1.27
H (-4.42477, 2.10576, -0.50547)  0.39
H (-3.61937, 1.85847, 1.05817)  0.30
H (-3.47289, 0.63798, -0.20847)  0.14
H (-2.99471, 4.77102, -0.38784)  0.38
H (-1.23789, 4.90444, -0.60099)  0.33
H (-1.88901, 4.39058, 0.94898)  0.36
H (-2.42869, 4.45470, -2.69108)  0.25
H (-2.88476, 4.38052, -5.11726)  0.36
H (-2.65791, 2.24227, -6.33024)  0.36
H (-1.80284, 0.25212, -5.14643)  0.25
H (-1.14130, -1.82907, -4.55398)  0.33
H (-2.55978, -1.89118, -3.47910)  0.28
H (-1.07127, -2.76600, -3.05650)  0.29
H (1.02301, -0.03068, -4.27573)  0.43
H (1.44488, -1.30112, -3.10670)  0.23
H (1.64335, 0.41414, -2.67419)  0.20
O (-3.06746, -1.62120, 0.71231)  -0.48
C (-1.96181, -1.68546, 0.36139)  -0.02
F (0.68668, -3.41975, -1.08174)  -0.10
B (1.62242, -4.30654, -1.65352)  0.39
F (2.92720, -3.77606, -1.41673)  -0.48
F (1.51350, -5.57196, -1.04716)  -0.37
F (1.40406, -4.40981, -3.03745)  -0.43

## Properties
E_LUMO (alpha / beta)   4.515 / 4.513 eV
Calculated total energy   -56976.60248 eV
Highest occupied orbital energy (alpha / beta)   -0.8596 / -0.6349 eV
Energy above the lowest of the compared OMol25 structures with the same formula, charge and spin   234.9 kJ/mol
Net charge   -2
Spin multiplicity   2
Gap between HOMO and LUMO (alpha / beta)   5.4 / 5.1 eV